No. 1
{
  "formula": "C54H58N5O3P2STeTl",
  "method": "ωB97M-V/def2-TZVPD",
  "symbols": ["Tl", "O", "C", "O", "C", "C", "C", "N", "C", "C", "C", "C", "C", "C", "C", "N", "C", "C", "C", "C", "C", "N", "H", "H", "H", "H", "H", "H", "H", "H", "H", "H", "C", "P", "C", "C", "C", "P", "C", "C", "H", "H", "H", "H", "H", "H", "H", "H", "H", "H", "H", "H", "H", "H", "H", "H", "C", "C", "C", "C", "C", "C", "Te", "N", "C", "O", "C", "C", "C", "C", "C", "C", "C", "C", "C", "C", "C", "C", "C", "C", "C", "C", "C", "C", "H", "H", "H", "H", "H", "H", "H", "H", "H", "H", "H", "H", "H", "H", "H", "H", "H", "H", "H", "H", "H", "H", "H", "H", "H", "H", "H", "S", "C", "N", "C", "C", "C", "C", "C", "C", "H", "H", "H", "H", "H"],
  "coordinates": [[-0.82, 1.13, 0.45], [-2.87, 6.05, 6.24], [-3.20, 6.22, 5.05], [-3.98, 7.03, 4.51], [-2.51, 5.23, 4.05], [-1.54, 4.36, 4.49], [-0.95, 3.47, 3.59], [-1.29, 3.45, 2.30], [-2.21, 4.32, 1.85], [-2.84, 5.21, 2.71], [-2.55, 4.32, 0.40], [-3.15, 5.45, -0.16], [-3.46, 5.46, -1.51], [-3.16, 4.35, -2.28], [-2.57, 3.26, -1.65], [-2.29, 3.24, -0.35], [0.14, 2.56, 4.05], [0.48, 2.44, 5.40], [1.56, 1.65, 5.76], [2.27, 0.97, 4.77], [1.83, 1.11, 3.47], [0.81, 1.88, 3.12], [-1.28, 4.42, 5.54], [-3.62, 5.89, 2.38], [-3.35, 6.32, 0.44], [-3.92, 6.33, -1.96], [-3.36, 4.32, -3.34], [-2.33, 2.37, -2.20], [-0.09, 2.96, 6.15], [1.84, 1.56, 6.80], [3.12, 0.36, 5.01], [2.32, 0.58, 2.65], [-2.22, -1.31, 5.19], [-2.48, -0.74, 3.44], [-2.10, -2.33, 2.58], [-4.34, -0.85, 3.44], [-4.95, -0.57, 2.05], [-4.18, 0.93, 1.25], [-5.40, 1.18, -0.13], [-4.88, 2.19, 2.39], [-2.79, -2.22, 5.40], [-2.53, -0.51, 5.87], [-1.16, -1.50, 5.34], [-2.96, -3.01, 2.58], [-1.27, -2.82, 3.08], [-1.79, -2.13, 1.55], [-4.69, -0.09, 4.15], [-4.66, -1.83, 3.81], [-6.03, -0.43, 2.12], [-4.76, -1.42, 1.39], [-6.42, 1.22, 0.25], [-5.31, 0.38, -0.86], [-5.16, 2.13, -0.62], [-5.89, 1.90, 2.71], [-4.93, 3.15, 1.88], [-4.25, 2.32, 3.27], [7.34, -5.85, 0.80], [6.36, -4.75, 0.46], [5.80, -3.95, 1.45], [4.90, -2.94, 1.14], [4.38, -2.08, 2.27], [4.50, -2.72, -0.19], [3.03, -0.99, -0.57], [1.66, 0.59, -1.18], [1.57, 1.82, -1.63], [0.63, 2.62, -1.34], [2.60, 2.32, -2.62], [2.17, 3.10, -3.69], [3.09, 3.61, -4.59], [4.44, 3.35, -4.43], [4.88, 2.58, -3.37], [3.96, 2.06, -2.47], [1.74, -2.32, -1.61], [1.52, -2.23, -2.99], [2.23, -1.25, -3.88], [0.63, -3.12, -3.60], [-0.04, -4.09, -2.88], [-0.98, -5.06, -3.55], [0.18, -4.17, -1.51], [1.06, -3.30, -0.86], [1.27, -3.46, 0.62], [5.09, -3.50, -1.18], [4.76, -3.26, -2.64], [6.01, -4.50, -0.86], [7.46, -5.95, 1.87], [8.32, -5.64, 0.36], [7.00, -6.80, 0.40], [6.09, -4.11, 2.49], [4.84, -2.37, 3.22], [3.30, -2.18, 2.37], [4.60, -1.03, 2.09], [1.11, 3.31, -3.79], [2.75, 4.22, -5.42], [5.16, 3.76, -5.14], [5.93, 2.37, -3.24], [4.29, 1.45, -1.64], [2.44, -0.32, -3.36], [1.63, -1.02, -4.75], [3.18, -1.66, -4.22], [0.47, -3.04, -4.67], [-1.22, -4.73, -4.56], [-1.91, -5.16, -2.99], [-0.52, -6.05, -3.61], [-0.33, -4.93, -0.93], [0.62, -4.24, 1.02], [1.07, -2.52, 1.13], [2.30, -3.75, 0.82], [4.72, -2.19, -2.84], [3.79, -3.69, -2.88], [5.51, -3.72, -3.29], [6.45, -5.09, -1.65], [-4.34, -1.93, -2.69], [-3.29, -1.59, -1.34], [-2.30, -0.81, -1.56], [-2.27, -0.42, -2.89], [-1.32, 0.42, -3.47], [-1.44, 0.73, -4.81], [-2.48, 0.21, -5.58], [-3.43, -0.62, -5.03], [-3.31, -0.93, -3.68], [-3.52, -2.02, -0.37], [-0.51, 0.80, -2.85], [-0.72, 1.39, -5.27], [-2.54, 0.46, -6.63], [-4.24, -1.03, -5.62]],
  "lowdin_charge": [0.7279, -0.0480, -0.6914, -0.0469, -0.0869, 0.0447, -0.1961, 0.1346, -0.2223, 0.0268, -0.2025, -0.0043, -0.0594, -0.0551, -0.1437, 0.0260, -0.2156, -0.0127, -0.0713, -0.0686, -0.1354, 0.0871, 0.1050, 0.1096, 0.1100, 0.1065, 0.1025, 0.0869, 0.1037, 0.1032, 0.0969, 0.0923, -0.3117, 0.8273, -0.2941, -0.4514, -0.4381, 0.7947, -0.2796, -0.2745, 0.0338, 0.0314, 0.0278, 0.0382, 0.0324, 0.0045, 0.0680, 0.0717, 0.0736, 0.0464, 0.0397, 0.0056, 0.0252, 0.0447, 0.0344, 0.0364, -0.0634, -0.2849, -0.0335, -0.3288, -0.1119, -0.3225, 1.5167, -0.1972, -0.6748, -0.1655, -0.1595, -0.0327, -0.0905, -0.1042, -0.0858, -0.0577, -0.3554, -0.3053, -0.0636, -0.0234, -0.2762, -0.0542, -0.0234, -0.2877, -0.0812, -0.2962, -0.0717, -0.0317, 0.0673, 0.0753, 0.0743, 0.1055, 0.0691, 0.0515, 0.0564, 0.1100, 0.0961, 0.0943, 0.0989, 0.0574, 0.0266, 0.0765, 0.0704, 0.1152, 0.0710, 0.0714, 0.0785, 0.1140, 0.0751, 0.0545, 0.0636, 0.0497, 0.0779, 0.0744, 0.1116, 1.0258, -0.4688, 0.0354, -0.3156, -0.0206, -0.0694, -0.0881, -0.0963, -0.4734, 0.0588, 0.0922, 0.1047, 0.1008, 0.1041],
  "homo_energy_ev": [-5.1, -5.5],
  "spin_multiplicity": 2,
  "charge": -1,
  "s2": 0.7622,
  "de_lowest_kj_mol": 27.7
}

No. 2
{
  "formula": "C54H59F7N3O4",
  "method": "ωB97M-V/def2-TZVPD",
  "symbols": ["C", "C", "C", "N", "C", "O", "C", "O", "C", "C", "O", "C", "N", "N", "C", "C", "C", "C", "O", "H", "H", "H", "H", "H", "H", "H", "H", "H", "H", "H", "H", "H", "H", "H", "H", "H", "H", "H", "H", "H", "H", "H", "H", "F", "C", "C", "C", "C", "C", "C", "H", "H", "H", "H", "H", "F", "C", "C", "C", "C", "C", "C", "H", "H", "H", "H", "H", "F", "C", "C", "C", "C", "C", "C", "H", "H", "H", "H", "H", "F", "C", "C", "C", "C", "C", "C", "H", "H", "H", "H", "H", "F", "C", "C", "C", "C", "C", "C", "H", "H", "H", "H", "H", "F", "C", "C", "C", "C", "C", "C", "H", "H", "H", "H", "H", "F", "C", "C", "C", "C", "C", "C", "H", "H", "H", "H", "H"],
  "coordinates": [[5.40, 0.78, -0.02], [5.21, 0.93, -1.20], [4.83, 1.48, -2.51], [3.88, 2.60, -2.44], [4.33, 3.76, -1.64], [4.75, 4.86, -2.41], [5.78, 4.54, -3.33], [6.59, 5.67, -3.53], [7.71, 5.60, -2.64], [8.21, 7.00, -2.32], [9.19, 7.34, -3.28], [2.59, 2.23, -2.20], [2.26, 1.06, -1.57], [1.60, 2.97, -2.61], [1.73, 4.25, -3.32], [0.99, 5.37, -2.51], [1.88, 6.57, -2.11], [1.27, 7.23, -0.85], [2.25, 7.86, -0.05], [5.51, 0.70, 1.03], [4.33, 0.67, -3.04], [5.70, 1.70, -3.13], [3.46, 4.13, -1.08], [5.10, 3.53, -0.90], [5.31, 4.31, -4.29], [6.43, 3.72, -2.99], [8.55, 5.03, -3.06], [7.45, 5.15, -1.67], [7.35, 7.68, -2.37], [8.62, 7.03, -1.30], [9.27, 8.30, -3.31], [1.26, 1.01, -1.44], [2.57, 0.26, -2.12], [0.66, 2.66, -2.44], [2.75, 4.50, -3.59], [1.17, 4.14, -4.26], [0.08, 5.66, -3.02], [0.64, 4.91, -1.57], [2.92, 6.31, -1.92], [1.77, 7.32, -2.90], [0.78, 6.50, -0.20], [0.50, 7.97, -1.12], [2.80, 8.43, -0.60], [-0.67, 1.00, -1.36], [-1.12, -0.03, -0.58], [-1.45, -1.23, -1.17], [-1.90, -2.28, -0.38], [-2.02, -2.10, 1.00], [-1.70, -0.88, 1.57], [-1.23, 0.17, 0.78], [-1.35, -1.35, -2.25], [-2.15, -3.22, -0.82], [-2.38, -2.90, 1.61], [-1.80, -0.74, 2.64], [-0.97, 1.12, 1.22], [-1.70, -4.40, 2.82], [-0.97, -5.49, 2.52], [-1.58, -6.73, 2.52], [-0.82, -7.85, 2.21], [0.53, -7.72, 1.91], [1.12, -6.46, 1.92], [0.37, -5.34, 2.22], [-2.63, -6.81, 2.77], [-1.28, -8.83, 2.20], [1.12, -8.59, 1.67], [2.18, -6.36, 1.69], [0.81, -4.35, 2.23], [11.50, 2.90, -6.87], [10.19, 3.18, -6.90], [9.62, 3.85, -5.83], [8.26, 4.15, -5.86], [7.50, 3.77, -6.95], [8.08, 3.09, -8.02], [9.44, 2.80, -7.99], [10.24, 4.13, -4.98], [7.81, 4.68, -5.03], [6.44, 4.00, -6.98], [7.48, 2.79, -8.86], [9.91, 2.28, -8.81], [-1.26, -0.64, 4.59], [-1.89, -0.93, 5.75], [-2.93, -0.12, 6.18], [-3.59, -0.44, 7.36], [-3.19, -1.54, 8.10], [-2.14, -2.34, 7.66], [-1.49, -2.03, 6.47], [-3.22, 0.74, 5.59], [-4.41, 0.18, 7.70], [-3.71, -1.78, 9.02], [-1.84, -3.20, 8.24], [-0.68, -2.65, 6.11], [-5.96, -8.34, 4.63], [-5.98, -7.30, 3.79], [-5.10, -6.25, 3.99], [-5.12, -5.17, 3.11], [-6.03, -5.15, 2.06], [-6.91, -6.21, 1.87], [-6.89, -7.29, 2.74], [-4.41, -6.28, 4.82], [-4.43, -4.35, 3.25], [-6.04, -4.31, 1.38], [-7.62, -6.19, 1.06], [-7.56, -8.13, 2.61], [-4.84, -2.50, 4.52], [-6.06, -1.98, 4.75], [-6.34, -0.71, 4.29], [-7.60, -0.17, 4.53], [-8.55, -0.90, 5.21], [-8.25, -2.18, 5.67], [-7.00, -2.73, 5.43], [-5.58, -0.15, 3.77], [-7.83, 0.83, 4.17], [-9.53, -0.48, 5.40], [-9.00, -2.75, 6.20], [-6.75, -3.73, 5.76], [-3.29, -3.80, -2.49], [-4.59, -3.43, -2.57], [-5.17, -2.75, -1.51], [-6.50, -2.37, -1.60], [-7.24, -2.69, -2.73], [-6.65, -3.38, -3.78], [-5.31, -3.75, -3.70], [-4.58, -2.52, -0.63], [-6.96, -1.84, -0.78], [-8.28, -2.40, -2.80], [-7.22, -3.63, -4.66], [-4.83, -4.28, -4.51]],
  "lowdin_charge": [0.1450, -0.1058, -0.1530, -0.0048, -0.1463, -0.0886, -0.2503, -0.0964, -0.1862, -0.2216, -0.0528, -0.3314, 0.2179, 0.1396, -0.1084, -0.1578, -0.1591, -0.2637, -0.0667, 0.0432, 0.1242, 0.1247, 0.1467, 0.1478, 0.1432, 0.1265, 0.1237, 0.1281, 0.1281, 0.1210, 0.0903, 0.0811, 0.1274, 0.1556, 0.1120, 0.1304, 0.1192, 0.1027, 0.0958, 0.1196, 0.1123, 0.1220, 0.0867, -0.0107, -0.2739, -0.0117, -0.0754, -0.0608, -0.0475, -0.0126, 0.1204, 0.0945, 0.0856, 0.0866, 0.1186, 0.0285, -0.2764, -0.0058, -0.0712, -0.0918, -0.0837, -0.0214, 0.1019, 0.1091, 0.1032, 0.1043, 0.1149, 0.0684, -0.2846, -0.0055, -0.0740, -0.0964, -0.0826, -0.0128, 0.1171, 0.0700, 0.0955, 0.1055, 0.1203, 0.0296, -0.2842, -0.0273, -0.0788, -0.0881, -0.0753, -0.0153, 0.1167, 0.1090, 0.1040, 0.1072, 0.1178, 0.0619, -0.2866, -0.0287, -0.0982, -0.0844, -0.0761, -0.0142, 0.1225, 0.0823, 0.0930, 0.1061, 0.1185, 0.0421, -0.2876, -0.0263, -0.0841, -0.0939, -0.0752, -0.0122, 0.1122, 0.1043, 0.1027, 0.1078, 0.1177, 0.0346, -0.2731, -0.0208, -0.0788, -0.0912, -0.0774, -0.0159, 0.0995, 0.1069, 0.1038, 0.1077, 0.1187],
  "homo_energy_ev": -10.5,
  "charge": 1,
  "de_lowest_kj_mol": 0.0
}

F_max per entry: 0.0311 0.0349 Eh/bohr
Total energy per entry: -111934.78108 -88627.84207 eV